No. 1
The following is a quantum chemistry calculation of C21H21ClN2O2S in the gas phase in a non-equilibrium geometry, from OMol25.

Geometry as XYZ:
```
48
Properties=species:S:1:pos:R:3:forces:R:3:nbo_charge:R:1
Cl 4.5866 -2.8915 2.1575 0.64 -0.06 -0.24 0.021
S -0.1406 -1.6720 -3.1257 1.13 1.40 1.22 0.235
O -0.0981 1.7894 -3.6175 3.28 -2.40 1.38 -0.655
O 1.1800 1.8651 1.1725 -1.38 3.61 -2.66 -0.405
N 1.3896 1.4198 -1.9284 0.91 -4.20 2.72 -0.608
N -0.0625 -1.1185 1.5848 -0.26 1.56 -2.62 -0.423
C 2.1119 -2.0689 1.6488 1.27 -0.03 -10.57 -0.143
C -1.1616 -0.9293 -0.5345 2.31 3.68 -1.91 -0.034
C -2.2534 -0.1763 -1.2659 -2.03 -5.47 3.86 -0.449
C 0.3600 2.0827 2.1589 1.88 -4.22 4.37 0.387
C 3.3303 -2.4974 1.0498 -4.05 -1.93 -0.40 -0.063
C 0.9008 1.2832 3.4266 -0.58 8.72 0.67 -0.628
C 0.5455 2.7491 0.2051 -0.13 -4.09 -0.21 0.206
C -1.1469 -0.6560 0.9398 6.22 -5.69 -3.74 0.294
C -2.3140 -0.3158 1.5609 -3.81 0.35 -4.23 -0.484
C 1.0011 -2.0032 -0.5057 1.11 1.85 -6.28 -0.189
C 2.1548 -2.5660 -1.1777 2.77 -1.68 1.45 -0.175
C -0.6852 3.1292 0.6185 4.45 -0.53 -3.12 -0.238
C 1.0346 2.5326 -1.0768 4.02 4.29 -6.31 -0.296
C -3.5959 -0.8102 -0.7259 -0.12 2.72 3.80 -0.378
C 0.0189 -1.2930 -1.2868 -4.08 -2.29 0.69 -0.069
C 1.1612 -0.4827 -3.7229 0.24 3.21 6.68 -0.569
C -3.5677 -1.0054 0.9506 5.25 -4.69 -3.47 -0.332
C 3.2475 -3.0421 -0.3235 -6.28 5.34 1.69 -0.196
C 0.8064 1.0456 -3.0824 -4.93 1.14 -2.81 0.674
C -0.7546 2.7760 1.8425 2.10 -3.22 7.00 -0.377
C 1.0145 -1.5315 0.7243 1.23 -2.88 9.45 0.163
H 2.1064 3.1068 -1.1250 -2.32 -0.56 0.02 0.178
H -2.3819 0.6707 1.2175 -0.80 2.28 0.22 0.232
H 4.0420 -3.2835 -0.8095 5.11 -2.10 -2.64 0.194
H -4.4788 -0.2070 -1.0182 0.52 0.09 0.37 0.202
H -1.2771 2.9285 2.6793 -3.15 1.21 2.35 0.227
H 0.5780 0.3685 3.4836 -1.50 -5.19 0.01 0.225
H 0.4429 1.8901 4.3083 0.70 -1.23 -1.06 0.202
H 1.9737 1.4554 3.5415 -0.14 -0.42 -0.35 0.227
H 2.1483 -1.7836 2.5436 -0.21 2.09 7.40 0.189
H -1.3930 3.6516 0.2429 -4.11 3.46 -3.61 0.223
H -2.3465 -0.4169 -2.2195 0.53 -0.84 -4.56 0.232
H 1.2030 -0.3846 -4.7325 0.27 -0.02 -2.83 0.238
H -3.5068 -2.2477 1.1921 -0.46 3.62 -0.53 0.190
H 0.3813 2.9290 -1.8728 -0.14 1.60 0.91 0.270
H 1.7166 0.6618 -1.3191 0.43 -0.12 -0.97 0.395
H -2.1986 -0.3846 2.5190 0.18 -0.20 5.85 0.228
H -4.3136 -0.5346 1.3545 -4.77 1.95 2.32 0.186
H 2.3361 -2.6171 -2.3578 -1.02 -0.15 3.02 0.255
H -2.3540 0.8106 -1.1896 0.33 4.16 0.86 0.217
H 2.1302 -0.4711 -3.1118 -0.76 -1.51 -1.59 0.219
H -3.8714 -1.7553 -0.9934 0.13 -2.60 -1.58 0.202
```
Forces are in eV/Å.

Values from the calculation:
Highest occupied orbital energy   -8.283 eV
Relative energy (zero: lowest compared OMol25 entry of this formula, charge and spin)   268.38 kcal/mol
Gap between HOMO and LUMO   7.84 eV
Molar mass   400.93 g mol⁻¹

No. 2
The following is a quantum chemistry calculation of C21H21ClN4O2S in the gas phase in a non-equilibrium geometry, from OMol25.

Geometry as XYZ:
```
50
Properties=species:S:1:pos:R:3:forces:R:3:nbo_charge:R:1
Cl 3.1153 -3.5511 1.3211 0.25 0.80 -0.32 -0.143
S -1.3749 -0.6043 -2.1775 -1.66 -4.36 -4.66 0.291
O -5.6638 0.6950 0.5127 0.22 -0.17 1.39 -0.501
O -1.3140 -1.7476 1.2240 0.88 -0.05 -0.98 -0.656
N -0.9852 2.0934 0.5320 -0.62 -1.27 0.98 -0.249
N -1.7678 1.5131 -0.3839 2.05 -2.33 -2.87 -0.279
N 0.2757 0.5594 -0.5833 1.30 -1.35 6.00 -0.408
N -3.1574 -0.9255 0.2714 -2.39 -0.39 -0.73 -0.450
C -1.6488 -2.2430 -1.1377 0.39 6.68 2.08 -0.475
C 4.6785 1.0055 0.8774 11.09 0.69 -8.07 -0.263
C 2.0930 -0.2688 -1.8013 2.70 -4.91 3.02 -0.235
C 3.5140 0.8687 1.3472 -5.03 -2.72 7.15 -0.228
C -3.7458 -0.2312 1.5967 2.74 -7.96 -0.94 -0.265
C -0.9482 0.4693 -1.1207 0.57 7.27 6.99 0.027
C 3.1872 -1.2674 -1.8905 -1.37 3.03 -2.61 -0.136
C -4.4777 0.9038 1.2377 -0.25 4.45 3.36 -0.128
C -5.6552 -0.5068 -0.2021 5.42 4.67 -3.21 -0.062
C -1.9606 -1.6103 0.1828 -3.88 0.04 2.29 0.647
C 2.7746 -2.1301 0.1087 -0.17 -7.55 11.19 0.168
C 5.0714 1.7020 -0.2823 -3.41 3.98 -1.01 -0.169
C 3.8428 2.7425 -0.7395 8.88 -4.43 -0.73 -0.178
C -4.1454 -0.7171 -0.8297 -2.56 -5.56 0.79 -0.218
C 1.2505 1.6820 1.4291 -3.50 1.74 11.63 -0.532
C 1.4347 -0.4691 -0.5859 -2.74 0.58 -1.98 0.195
C 2.5657 1.7539 1.1872 2.79 2.95 -8.84 0.026
C 3.4136 -2.2167 -0.9056 10.45 -0.80 -13.62 -0.331
C 0.0997 1.4142 0.7833 -2.58 -1.73 -10.03 0.367
C 2.7359 2.6364 -0.1398 8.87 -9.26 10.16 -0.178
C 1.6694 -1.6412 0.3716 -8.87 10.89 0.69 -0.305
H 3.4320 0.1037 2.1844 -0.40 0.69 -1.08 0.217
H 5.5155 0.3446 0.8811 0.14 -1.42 1.97 0.226
H -3.9055 0.1782 -1.1948 0.83 3.27 -2.56 0.198
H -5.9794 -1.3429 0.1230 -1.89 -5.73 4.09 0.155
H -2.3379 -2.5758 -1.7510 -3.59 -2.36 -2.22 0.229
H 1.0873 -1.3608 1.2925 0.72 -1.70 -0.76 0.296
H -4.6697 1.4372 2.3188 -0.15 -0.93 -2.65 0.195
H 2.0772 3.0939 -0.4253 -13.31 8.74 -4.97 0.152
H 4.1735 3.1737 -1.6298 -0.54 1.36 -1.33 0.204
H 3.7618 -1.1044 -2.8482 -0.25 -1.07 1.28 0.222
H -3.7334 1.5123 0.7587 -0.37 1.06 -0.83 0.226
H 4.3109 -2.9653 -1.1979 -2.33 1.73 1.35 0.265
H 0.9967 2.7260 1.9551 0.14 -1.73 -0.74 0.279
H -2.7509 -0.4376 2.0366 -0.66 1.93 1.33 0.295
H 1.0970 0.9778 2.4322 0.60 1.28 -1.66 0.227
H -6.3721 -0.3085 -0.9075 -1.23 0.51 -2.75 0.190
H -4.2238 -1.6885 -1.6677 0.42 3.05 2.36 0.186
H 1.7825 0.3431 -2.6075 -0.01 0.78 -0.27 0.243
H 6.0859 1.7270 -0.9883 -2.78 -0.38 2.61 0.238
H -0.8008 -2.7097 -1.0030 4.33 -2.80 0.04 0.229
H -4.4238 -1.0331 2.0353 0.74 0.76 -0.34 0.196
```
Forces are in eV/Å.

Values from the calculation:
Highest occupied orbital energy   -8.333 eV
Gap between HOMO and LUMO   8.00 eV
Molar mass   428.94 g mol⁻¹

No. 3
The following is a quantum chemistry calculation of a molecular structure, C21H21CoN4O3S2, from OMol25.

Geometry as XYZ:
```
52
Properties=species:S:1:pos:R:3:forces:R:3:mulliken_spin:R:1
Co 1.6770 0.7927 -0.0668 0.22 0.29 0.52 1.156
S 2.2735 -0.3842 -1.9681 0.18 -0.13 0.02 -0.017
S 0.6059 -2.4329 -3.2759 -0.10 0.11 -0.01 -0.001
O -0.6862 1.6905 -1.3225 0.12 0.03 0.03 -0.013
O 2.9562 0.1700 1.4184 -0.03 -0.11 -0.11 -0.018
O 1.1931 2.7911 -1.8335 -0.03 0.07 -0.03 -0.006
N 1.0820 2.0832 1.4049 0.07 -0.19 -0.03 -0.001
N 0.1149 2.4281 3.3336 0.00 -0.03 0.02 0.000
N 0.7140 -1.0487 0.3728 -0.13 0.14 -0.09 0.031
N 0.2852 -1.7707 -0.7394 0.01 0.08 -0.09 -0.003
C 1.3566 -0.7728 5.1248 0.08 0.03 -0.01 0.000
C -2.1134 -1.9323 -3.5259 0.01 -0.03 -0.06 -0.001
C 2.5524 -0.0549 4.9980 -0.09 -0.05 -0.01 -0.001
C 1.8447 2.9721 2.1248 -0.04 0.00 -0.05 0.012
C -3.7398 -1.2685 -5.1886 0.00 0.00 0.02 0.000
C 0.7527 -1.2414 3.9717 0.00 0.01 -0.02 -0.001
C 3.0847 0.2097 3.7591 -0.03 -0.02 -0.12 -0.001
C 2.4500 -0.1884 2.5411 -0.08 -0.04 0.04 0.000
C -2.8551 -2.2069 -4.6709 -0.02 -0.02 0.03 0.000
C 0.6063 -1.6117 1.5229 0.10 -0.02 -0.18 -0.013
C -1.1260 -2.9345 -2.9933 0.08 0.04 0.05 0.000
C 0.5220 1.7731 -1.1766 -0.38 -0.17 -0.24 -0.132
C -0.0645 -2.9501 1.7182 0.03 0.03 0.02 0.003
C -3.8823 -0.0361 -4.5679 0.01 0.01 0.01 0.000
C 1.2481 -0.9752 2.6916 0.06 0.07 -0.04 0.002
C -2.2659 -0.6931 -2.9074 0.05 0.03 -0.01 0.001
C 0.9767 -1.4946 -1.8017 -0.16 -0.16 0.29 0.000
C 0.0574 1.7694 2.1557 0.02 0.11 0.00 0.010
C 1.2614 3.1919 3.3313 -0.02 0.00 -0.01 -0.003
C 0.3917 3.6179 -2.6691 0.00 -0.01 0.04 -0.003
C -3.1368 0.2494 -3.4289 -0.01 -0.02 -0.04 0.000
H -4.5616 0.7033 -4.9758 0.01 -0.01 0.00 0.000
H 0.9374 -0.9939 6.0983 0.00 0.01 0.00 0.000
H -3.2071 1.2165 -2.9476 -0.01 0.00 0.02 0.000
H -4.3093 -1.4983 -6.0818 0.01 0.00 0.01 0.000
H -0.2304 -3.4360 0.7624 0.01 0.02 0.00 -0.001
H -1.2576 -3.8978 -3.4860 0.05 -0.02 -0.02 0.000
H -0.7285 1.0889 1.8754 0.02 -0.03 0.01 0.000
H -1.2289 -3.0730 -1.9182 -0.01 0.01 0.01 0.000
H 3.0662 0.3000 5.8859 0.00 0.00 0.00 0.000
H 4.0056 0.7726 3.6561 -0.01 -0.01 0.00 0.000
H 1.0591 4.3662 -3.0936 0.02 -0.01 0.00 -0.001
H -0.4006 4.1054 -2.0982 -0.01 0.01 0.00 -0.001
H 0.5411 -3.5871 2.3637 0.00 0.01 0.00 0.000
H 1.5531 3.7941 4.1727 0.00 -0.01 -0.01 0.000
H -1.0337 -2.8136 2.2075 0.02 -0.01 -0.01 0.000
H -0.0730 3.0381 -3.4675 0.00 -0.03 0.00 0.001
H -2.7339 -3.1654 -5.1662 0.00 0.02 0.01 0.000
H 2.7628 3.3711 1.7304 0.00 -0.03 0.01 -0.002
H -0.4764 2.2480 4.1240 -0.03 0.02 0.00 0.000
H -0.1489 -1.8381 4.0643 0.01 0.00 -0.01 0.000
H -1.6720 -0.4428 -2.0382 0.03 0.02 0.04 -0.001
```
Forces are in eV/Å.

Values from the calculation:
Spin multiplicity   2
Total charge   -1
Highest occupied orbital energy (spin up / spin down)   -4.056 / -3.902 eV
Relative energy (zero: lowest compared OMol25 entry of this formula, charge and spin)   13.98 kcal/mol
Gap between HOMO and LUMO (spin up / spin down)   6.81 / 6.66 eV
Molar mass   500.49 g mol⁻¹

No. 4
The following is a quantum chemistry calculation of 2 unconnected molecules or ions with the total composition C21H21F3N2O5 in a non-equilibrium geometry, from OMol25.

Geometry as XYZ:
```
52
Properties=species:S:1:pos:R:3:forces:R:3:nbo_charge:R:1
F 6.1216 -0.1114 -3.2861 -0.64 0.99 -0.15 -0.318
F 5.9565 1.9429 -2.5175 -0.51 -0.78 -0.83 -0.318
F 5.6323 1.5388 -4.6529 -0.20 -0.37 0.93 -0.322
O 1.4350 0.3320 0.8973 -0.03 -0.19 0.41 -0.687
O -0.1399 -1.5855 7.7716 0.82 1.68 -1.15 -0.390
O -2.2774 -0.7731 2.4645 0.10 0.10 -0.71 -0.684
O 0.6314 0.4672 7.8476 -0.48 -1.76 -1.12 -0.394
O -2.8560 -1.3257 0.3692 -0.44 -0.02 0.09 -0.558
N 0.3237 -0.5670 7.2121 -0.21 0.06 3.00 0.491
N -1.0676 1.0801 -2.9185 1.42 -1.35 0.33 -0.275
C 0.4968 -0.5648 5.7984 -0.08 0.17 -2.19 0.069
C -2.4885 0.7312 -2.8762 -0.48 -0.08 0.30 -0.429
C -0.6921 2.1975 -3.7889 -0.01 0.74 -0.01 -0.426
C 5.4065 1.0483 -3.3953 1.36 0.15 -0.09 0.973
C 0.4908 -0.3871 2.9810 0.51 0.10 0.71 -0.053
C -5.1121 -1.9037 -0.0438 -0.24 -0.10 -0.31 -0.619
C 0.0437 -1.5496 3.6366 0.17 0.00 0.09 -0.150
C 1.8684 1.6878 -2.2843 -0.49 -0.21 -0.23 -0.122
C 0.4785 -0.2325 1.4672 -0.07 -0.17 -0.51 0.498
C 3.1941 1.8929 -2.6140 0.18 -0.28 0.06 -0.180
C 0.0482 -1.6529 5.0251 0.15 0.50 0.23 -0.206
C 3.3717 -0.4083 -3.3871 0.29 0.11 0.02 -0.190
C 1.0140 0.5771 5.1583 -0.21 -0.48 0.34 -0.204
C 1.2512 0.4459 -2.5575 1.35 0.31 -0.06 -0.164
C -1.9274 -0.9373 1.2954 1.18 0.07 0.90 0.729
C -0.6111 -0.7863 0.7453 -0.65 0.15 0.44 -0.613
C 2.0404 -0.6060 -3.0806 -1.01 0.23 0.18 -0.092
C 1.0429 0.6375 3.7690 -0.26 -0.14 -0.11 -0.186
C -4.1138 -1.5417 1.0172 -0.41 -0.17 -0.31 -0.072
C -0.1734 0.2437 -2.4298 -1.15 0.25 -1.00 0.313
C 3.9461 0.8327 -3.1278 -0.24 0.10 0.03 -0.103
H 1.5650 -1.5648 -3.2850 0.17 0.15 0.08 0.220
H -0.2689 3.0300 -3.2131 -0.29 -0.23 -0.23 0.235
H -0.5556 -0.7398 -2.1402 0.07 0.47 0.22 0.243
H -4.4177 -0.6280 1.5372 0.07 -0.25 0.06 0.192
H 1.3601 1.4047 5.7663 -0.01 -0.11 -0.10 0.241
H 3.6584 2.8665 -2.4759 -0.08 -0.27 0.19 0.247
H 1.4633 1.5191 3.2836 -0.17 -0.27 0.05 0.228
H 0.0435 1.8951 -4.5494 -0.26 -0.08 0.37 0.236
H -2.7061 -0.1158 -3.5376 0.13 0.21 0.04 0.226
H -0.4903 -0.9825 -0.3053 0.10 0.04 0.01 0.164
H -4.0205 -2.3581 1.7433 0.03 0.29 -0.03 0.187
H -0.3324 -2.5366 5.5306 0.09 0.19 -0.16 0.241
H -0.3299 -2.4009 3.0659 0.09 0.39 0.05 0.227
H 1.3020 2.4917 -1.8129 0.16 -0.29 -0.11 0.231
H -4.8044 -2.7922 -0.6027 0.00 0.09 0.04 0.205
H 3.9656 -1.2082 -3.8307 -0.17 0.22 0.27 0.247
H -5.2539 -1.0774 -0.7461 0.00 -0.07 -0.01 0.191
H -3.0370 1.6112 -3.2159 -0.12 -0.30 0.22 0.221
H -2.7834 0.4594 -1.8553 0.13 0.09 -0.18 0.266
H -6.0749 -2.1178 0.4209 -0.05 0.01 -0.03 0.213
H -1.6174 2.5217 -4.2732 0.40 0.07 0.01 0.225
```
Forces are in eV/Å.

Values from the calculation:
Highest occupied orbital energy   -6.977 eV
Relative energy (zero: lowest compared OMol25 entry of this formula, charge and spin)   134.67 kcal/mol
Gap between HOMO and LUMO   4.71 eV
Molar mass   438.40 g mol⁻¹

No. 5
The following is a quantum chemistry calculation of C21H21FN4O in the gas phase, from OMol25.

Geometry as XYZ:
```
48
Properties=species:S:1:pos:R:3:forces:R:3:nbo_charge:R:1
F 4.4625 2.7820 -1.8782 -0.02 -0.02 0.02 -0.333
O -1.5704 0.5039 2.6171 -0.13 0.25 0.25 -0.644
N -1.0306 -0.9908 1.0206 0.07 -0.17 0.05 -0.436
N -3.2100 0.7842 -2.0181 0.62 0.27 -0.15 -0.454
N 1.8784 -1.4637 0.4841 -0.13 -0.37 0.54 -0.636
N -3.5778 0.6161 0.1490 0.08 0.15 -0.11 -0.514
C -0.9690 2.6532 -1.4387 -0.10 -0.11 0.07 -0.168
C -1.1294 0.2688 1.5019 0.15 -0.13 -0.13 0.676
C 3.8232 1.7312 -1.3097 -0.08 -0.12 -0.06 0.346
C 3.3297 0.4246 0.6145 -0.05 -0.07 -0.12 -0.258
C -2.7202 1.0360 -0.8248 -0.34 -0.18 -0.11 0.312
C 0.4713 -3.4225 0.8152 0.16 0.14 0.03 -0.406
C -1.4097 -2.1192 1.8447 -0.05 -0.05 0.50 -0.229
C -0.6905 1.3595 0.5745 -0.17 0.34 -0.17 -0.142
C 0.2132 3.3174 -1.1734 0.02 0.02 0.00 -0.202
C -4.4082 0.1871 -1.8175 -0.31 -0.13 0.28 -0.095
C 0.4753 2.0579 0.8497 -0.08 0.00 0.03 -0.124
C -0.1923 -2.9976 2.1254 -0.16 -0.01 -0.26 -0.406
C 0.9236 3.0392 -0.0171 0.00 -0.01 0.05 -0.215
C -0.4882 -1.3630 -0.2606 0.38 -0.10 -0.41 -0.249
C -1.4477 1.6861 -0.5579 0.49 0.19 0.28 -0.080
C 2.4844 -0.3972 -0.1406 0.29 0.30 -0.21 0.255
C 4.0010 1.4818 0.0391 0.01 0.08 -0.23 -0.262
C 0.7860 -2.2178 -0.0787 -0.26 -0.02 -0.19 -0.039
C -4.6617 0.0778 -0.4785 -0.24 -0.17 -0.19 -0.106
C 3.0057 0.9345 -2.0863 0.29 0.34 0.10 -0.239
C 2.3428 -0.1290 -1.5044 -0.11 -0.18 0.26 -0.298
H -1.5484 2.8700 -2.3222 -0.07 0.05 -0.09 0.234
H -0.2507 -0.4704 -0.8374 -0.06 -0.14 0.01 0.246
H 2.8884 1.1487 -3.1365 0.00 0.05 -0.12 0.229
H -1.2389 -1.9440 -0.8102 0.01 0.07 -0.03 0.203
H 4.6516 2.1137 0.6228 0.08 0.08 0.05 0.230
H 0.5763 4.0656 -1.8614 0.02 0.08 -0.07 0.219
H -5.4961 -0.3213 0.0602 -0.15 -0.07 0.12 0.218
H 1.0321 1.8241 1.7446 0.06 -0.03 0.08 0.213
H -0.5021 -3.8803 2.6858 0.04 0.01 0.07 0.221
H 1.3923 -3.9705 1.0197 -0.01 -0.05 -0.08 0.222
H -5.0112 -0.1258 -2.6460 -0.21 -0.10 -0.09 0.208
H -0.2035 -4.0866 0.2717 -0.02 -0.03 -0.03 0.209
H -1.8295 -1.7269 2.7730 -0.01 -0.10 -0.17 0.248
H -3.4597 0.7313 1.1434 0.04 0.03 0.04 0.439
H 1.7161 -0.7491 -2.1245 -0.10 -0.07 -0.06 0.216
H 3.4582 0.2213 1.6681 0.02 -0.03 0.12 0.207
H -2.1768 -2.6980 1.3165 0.00 0.02 0.02 0.190
H 1.8316 3.5775 0.2057 0.10 0.04 0.00 0.220
H 1.0995 -2.5802 -1.0649 -0.08 -0.01 0.08 0.203
H 0.5112 -2.4425 2.7492 -0.01 0.00 0.12 0.195
H 1.8683 -1.3971 1.4906 0.02 -0.01 -0.08 0.379
```
Forces are in eV/Å.

Values from the calculation:
Highest occupied orbital energy   -7.894 eV
Relative energy (zero: lowest compared OMol25 entry of this formula, charge and spin)   0.00 kcal/mol
Gap between HOMO and LUMO   8.63 eV
Molar mass   364.42 g mol⁻¹

- The highest molar mass belongs to which entry?
  C21H21CoN4O3S2

- The lowest molar mass belongs to which entry?
  C21H21FN4O

- The highest molar mass belongs to which entry?
  C21H21CoN4O3S2

- What is the formula in the fourth record?
  C21H21F3N2O5